C6H32NO10 | the ωB97M-V functional and the def2-TZVPD basis

XYZ file:
```
49
Properties=species:S:1:pos:R:3:forces:R:3
O -1.51468 3.92926 -1.10063 -0.6 -0.7 -1.1
O 1.49346 0.19918 -1.43600 0.8 1.3 -0.8
O 0.55818 3.77724 0.27546 0.9 -1.2 0.7
O -2.97454 -2.70390 0.20458 0.4 0.1 0.2
O -2.58439 -2.97004 2.78945 -0.4 -1.6 0.3
O -3.21438 1.82394 -1.95604 -0.6 -0.6 -0.4
O 2.64871 1.29790 -3.48961 -0.2 0.3 -0.2
O 2.21698 1.91523 0.10131 -0.5 0.3 -0.2
O 4.09562 -0.41653 0.95687 -0.2 0.0 -0.3
O 2.90620 -3.05041 -0.87859 -0.2 0.2 0.9
N 0.13186 -1.24342 0.28999 -1.4 1.2 -0.7
C -1.38423 -0.19233 2.01967 -0.8 0.4 0.4
C -0.64432 -0.77886 -0.95628 1.4 -1.1 -0.6
C -0.00405 -0.38526 1.48570 1.6 -0.2 -0.7
C -1.29392 0.68626 3.25798 0.8 3.0 -0.5
C 0.12144 0.48803 -1.56146 0.4 -1.8 2.6
C -0.35963 -2.08874 -1.80450 0.3 1.4 -0.2
H -3.48229 1.95171 -1.04518 0.2 0.2 0.1
H -2.38465 -3.90004 2.58234 -0.6 0.3 -0.2
H -0.90328 1.74838 2.91223 -0.8 -1.9 0.8
H 1.97386 -2.76902 -1.04092 1.4 -0.6 -0.6
H -1.91589 -1.11875 2.36127 0.7 1.0 -1.1
H -0.34026 -3.00471 -1.20892 -0.4 0.3 0.1
H 1.27404 2.91830 0.18589 -0.3 1.3 0.2
H -0.57733 0.39232 4.04596 -0.3 -0.4 -0.4
H 1.93531 1.11189 -0.95853 -0.1 -1.8 0.7
H -0.13489 0.83765 -2.53834 -0.6 -0.1 -0.9
H -1.75669 -2.72612 3.16491 1.1 0.7 0.7
H -2.02348 -2.84866 0.32740 0.0 -0.1 -0.6
H -0.95261 -2.24495 -2.70026 -0.1 0.2 -0.1
H 4.14086 -1.23869 0.44153 -0.3 0.4 0.1
H 2.78214 0.35309 -3.46192 0.4 -0.5 -0.4
H -0.89471 3.17573 -1.17202 -0.4 0.7 0.1
H -0.01248 1.25130 -0.80692 -0.9 0.8 0.1
H 2.95811 2.03393 0.69139 0.2 0.2 -0.1
H 3.41515 0.13492 0.51802 0.3 -0.4 0.1
H 0.69117 -1.89667 -2.07843 -0.3 -0.3 -0.5
H 0.44074 -0.99672 2.26560 1.0 0.3 0.3
H 3.41528 -3.40898 -1.61452 -1.0 0.3 -0.2
H 0.56820 0.59964 1.32468 -0.9 -1.2 0.6
H -2.27833 0.85209 3.69561 0.0 0.0 0.2
H 2.06685 1.29156 -2.70893 0.2 0.4 -0.2
H 1.10430 -1.14584 -0.07980 -0.8 0.1 0.8
H -1.05585 4.40686 -0.41718 0.1 0.1 0.7
H -1.70798 -0.48961 -0.86857 0.5 -0.7 0.5
H 0.77790 4.44679 -0.36521 0.7 0.1 -0.3
H -3.09960 -2.22578 1.03661 -0.6 -0.1 -0.2
H -1.96116 0.36327 1.26697 -0.4 -0.4 0.3
H -2.26072 1.85755 -1.95265 0.2 0.2 0.1
```
Forces are in eV/Å.

Computed properties:
- Net charge: -1
- Energy above the lowest of the compared OMol25 structures with the same formula, charge and spin: 74.5 kcal/mol
- Total energy: -1054.9305 a.u.
- Gap between HOMO and LUMO: 8.57 eV

***

C29H30ClFeN3O6P | the ωB97M-V functional and the def2-TZVPD basis

XYZ file:
```
71
Properties=species:S:1:pos:R:3:forces:R:3
Fe -0.62741 0.60848 0.62584 0.0 0.1 -0.5
Cl -0.77032 2.58052 -1.26676 0.3 0.1 0.3
P 0.12741 0.50184 2.92976 0.0 0.1 0.0
O -5.36731 1.88532 -1.11777 0.0 0.0 0.0
O 0.08352 1.36718 -1.39844 -0.4 0.0 0.3
O -1.95271 2.47930 -2.00389 -0.1 -0.1 -0.3
O 0.67019 -1.37905 -0.90185 0.0 0.0 0.0
O -1.15078 2.45757 0.22778 0.2 -0.1 0.1
O -0.02604 3.74799 -1.45495 0.0 -0.1 0.0
N -7.07302 0.58762 -0.38408 0.0 0.0 0.0
N 0.97292 -0.63377 0.24801 0.0 -0.1 -0.1
N -2.38087 -0.33761 0.30005 0.1 -0.1 0.2
C 0.14992 -2.21390 3.58072 0.0 0.0 0.0
C -0.39922 1.84353 3.98058 0.0 0.0 0.0
C -8.23759 1.45911 -2.40576 0.0 0.0 0.0
C -2.45247 -1.68066 0.17564 0.0 0.0 0.0
C 2.60269 0.92672 4.02130 0.0 0.0 0.0
C -2.61684 -2.29588 3.90472 0.0 0.0 0.0
C 2.66352 -0.33437 1.96744 0.1 0.0 0.0
C -8.44288 -1.48648 -0.28193 0.0 0.0 0.0
C -7.60257 -0.46931 0.47474 0.0 0.0 0.0
C -0.82899 1.60193 5.28687 0.0 0.0 0.0
C 4.70520 0.10046 3.18934 0.0 0.0 0.0
C -3.62472 -2.30250 -0.17590 0.0 0.0 0.0
C 1.92770 0.36091 2.95052 0.0 0.0 0.0
C 2.11446 -0.91135 0.75106 -0.1 0.0 0.0
C 3.98607 0.80377 4.13531 0.0 0.0 0.1
C -0.61196 -1.05383 3.42955 0.1 -0.1 0.0
C -1.17305 2.67259 6.09515 0.0 0.0 0.0
C -0.31650 3.14871 3.48576 0.0 0.0 0.0
C -1.08817 3.97005 5.60517 0.0 0.0 0.0
C -2.00125 -1.09886 3.58523 0.0 0.0 0.0
C -1.85644 -3.44995 4.05651 0.0 0.0 0.0
C -8.03726 1.57422 -0.90305 0.0 0.0 0.0
C 4.04323 -0.47509 2.11185 -0.1 0.0 0.1
C -0.66082 4.21022 4.30391 0.0 0.0 0.0
C -5.77704 0.85567 -0.60123 0.0 0.1 0.1
C -0.47700 -3.40910 3.89611 0.0 0.0 0.0
C -3.48386 0.40092 0.10653 0.0 0.1 -0.1
C -4.70524 -0.15566 -0.23182 0.0 -0.1 0.0
C -4.76461 -1.53244 -0.39455 0.0 0.0 0.0
H -3.68871 -2.32772 4.04720 0.0 0.0 0.0
H -8.97387 1.40846 -0.37158 0.0 0.0 0.0
H -7.30062 1.64247 -2.92958 0.0 0.0 0.0
H -0.89193 0.59024 5.66798 0.0 0.0 0.0
H -8.82076 -2.24275 0.40622 0.0 0.0 0.0
H 1.22803 -2.18398 3.48384 0.0 0.0 0.0
H -1.53930 -2.23811 0.33734 0.0 0.0 0.0
H -9.30080 -1.00934 -0.75443 0.0 0.0 0.0
H -1.35850 4.80192 6.24168 0.0 0.0 0.0
H -8.61169 0.47335 -2.68318 0.0 0.0 0.0
H -3.64426 -3.37526 -0.30386 0.0 0.0 0.0
H -2.59422 -0.19671 3.47727 0.0 0.0 0.0
H 0.01232 3.33695 2.47042 0.0 0.0 0.0
H -7.67498 2.56969 -0.64881 0.0 0.0 0.0
H -8.21291 0.00976 1.24411 0.0 0.0 0.0
H -2.34048 -4.38322 4.31152 0.0 0.0 0.0
H 2.05312 1.46666 4.78132 0.0 0.0 0.0
H 0.11213 -4.30591 4.03103 0.0 0.0 0.0
H -1.50484 2.49476 7.10893 0.0 0.0 0.0
H -7.87288 -1.98560 -1.06767 0.0 0.0 0.0
H 2.73509 -1.61400 0.19969 0.0 0.0 0.0
H -0.60097 5.22246 3.92864 0.0 0.0 0.0
H -3.38815 1.47726 0.16344 0.0 0.0 0.0
H 0.59649 -0.72522 -1.62075 0.0 0.0 0.0
H 4.49055 1.25656 4.97826 0.0 0.0 0.0
H -8.96065 2.20302 -2.73833 0.0 0.0 0.0
H 4.60463 -1.02474 1.36688 0.0 0.0 0.0
H 5.77731 -0.00582 3.27988 0.0 0.0 0.0
H -6.78135 -0.95093 1.00285 0.0 0.0 0.0
H -5.67991 -2.01087 -0.71609 0.0 0.0 0.0
```
Forces are in eV/Å.

Computed properties:
- Net charge: +2
- Energy above the lowest of the compared OMol25 structures with the same formula, charge and spin: 0.0 kcal/mol
- Expectation value of S²: 8.76
- Total energy: -3803.2221 a.u.
- Gap between HOMO and LUMO (spin up / spin down): 7.16 / 5.35 eV
- Spin multiplicity: 6